The following is a quantum chemistry calculation of one molecule with the formula C6H10ClN at a distorted geometry, from the Open Molecules 2025 dataset.

XYZ file:
```
18
Properties=species:S:1:pos:R:3:lowdin_charge:R:1
C -0.411 -0.143 0.265 -0.54
C -1.170 0.589 1.354 -0.49
C -0.459 0.708 -1.089 -0.20
C 0.873 0.718 -1.561 -0.17
C 1.802 0.117 -0.777 -0.10
C 1.167 -0.520 0.451 -0.14
H -0.567 -2.523 0.346 0.14
H -2.064 -1.399 0.255 0.14
H -2.180 0.597 1.332 0.03
H -0.806 -0.018 2.231 0.10
H -1.038 0.014 -1.830 0.14
H -0.883 1.771 -0.795 0.11
H 1.210 1.045 -2.597 0.12
H 2.863 0.021 -1.051 0.10
H 1.490 -1.604 0.481 0.10
H 1.747 -0.171 1.394 0.12
N -0.947 -1.521 -0.077 -0.02
Cl -0.626 2.317 1.668 0.54
```

Summary:
LUMO = 0.87 eV
HOMO level = -8.83 eV
Charge = 0
Relative energy (zero: lowest compared OMol25 entry of this formula, charge and spin) = 2.5829 eV
Gap between HOMO and LUMO = 9.70 eV
SMILES string = NC1(CCl)CC=CC1

=====

The following is a quantum chemistry calculation of one molecule with the formula C6H10ClN at a distorted geometry, from the Open Molecules 2025 dataset.

XYZ file:
```
18
Properties=species:S:1:pos:R:3:lowdin_charge:R:1
C -0.618 0.497 -0.963 -0.25
C 0.176 1.194 0.144 -0.70
C -0.324 -0.941 -0.711 -0.18
C 0.327 -1.031 0.741 -0.14
C -1.025 1.275 -2.208 -0.10
C 1.031 0.501 2.397 -0.11
N 0.912 0.320 0.993 -0.22
Cl 0.328 2.821 0.288 0.78
H -1.186 -1.581 -0.908 0.09
H 0.370 -1.309 -1.606 0.14
H -0.606 -1.345 1.309 0.14
H 1.143 -1.656 0.754 0.08
H -2.152 1.477 -2.060 0.10
H -0.825 0.758 -3.212 0.10
H -0.601 2.238 -2.334 0.02
H 0.234 0.138 2.967 0.06
H 2.136 0.080 2.602 0.14
H 1.085 1.571 2.444 0.04
```

Summary:
LUMO = 0.97 eV
HOMO level = -7.18 eV
Charge = 0
Relative energy (zero: lowest compared OMol25 entry of this formula, charge and spin) = 2.5830 eV
Gap between HOMO and LUMO = 8.16 eV
SMILES string = CC1=C(Cl)N(C)CC1

=====

The following is a quantum chemistry calculation of one molecule with the formula C6H10ClN at a distorted geometry, from the Open Molecules 2025 dataset.

XYZ file:
```
18
Properties=species:S:1:pos:R:3:lowdin_charge:R:1
C 0.853 -0.194 -0.192 -0.47
C 0.505 1.279 -0.017 -0.13
C -0.994 1.292 -0.116 -0.23
C -1.565 -0.054 0.351 -0.65
C -0.410 -1.024 0.020 -0.23
C 0.670 -1.036 1.030 -0.07
H 2.214 -1.472 -0.935 0.07
H 1.364 -0.634 -2.064 0.08
H 0.923 1.885 -0.805 0.11
H 0.787 1.714 0.947 0.12
H -1.384 2.082 0.554 0.12
H -1.344 1.509 -1.142 0.11
H -1.804 0.061 1.446 0.12
H -0.544 -1.987 -0.498 0.14
H 1.340 -1.907 1.107 0.11
H 0.611 -0.463 1.961 0.12
N 1.875 -0.537 -1.181 0.08
Cl -3.098 -0.514 -0.464 0.58
```

Summary:
LUMO = 1.04 eV
HOMO level = -9.24 eV
Charge = 0
Relative energy (zero: lowest compared OMol25 entry of this formula, charge and spin) = 0.6218 eV
Gap between HOMO and LUMO = 10.28 eV
SMILES string = N[C@@]12CC[C@@H](Cl)[C@@H]1C2

=====

The following is a quantum chemistry calculation of an isolated ion of composition C6H10ClN2 and charge +1 at a distorted geometry, from the Open Molecules 2025 dataset.

XYZ file:
```
19
Properties=species:S:1:pos:R:3:lowdin_charge:R:1
C -0.285 0.616 1.770 -0.05
C 1.554 -0.151 2.723 -0.09
C 0.266 -0.194 0.797 -0.20
C 1.385 -0.743 1.477 -0.63
C -1.337 0.150 -1.181 0.00
C -0.181 -0.670 -0.562 -0.24
N 0.540 0.700 2.844 0.05
N 0.990 -0.589 -1.534 0.20
Cl 2.561 -1.711 0.714 0.78
H -1.159 1.228 1.823 0.13
H 2.307 -0.398 3.449 0.13
H -1.220 0.514 -2.180 0.08
H -2.128 -0.541 -1.294 0.08
H -1.690 1.035 -0.672 0.09
H -0.330 -1.700 -0.506 0.14
H 0.263 1.424 3.468 0.16
H 1.796 -1.135 -1.178 0.06
H 1.258 0.297 -1.796 0.14
H 0.510 -0.992 -2.328 0.16
```

Summary:
LUMO = -3.09 eV
HOMO level = -12.25 eV
Charge = +1
Relative energy (zero: lowest compared OMol25 entry of this formula, charge and spin) = 0.8048 eV
Gap between HOMO and LUMO = 9.16 eV
SMILES string = C[C@@H]([NH3+])c1c[nH]cc1Cl